C22H70BO11Sr | wB97M-V/def2-TZVPD

Geometry (Å):
Sr  2.19  1.05  -1.82
B  -0.61  0.47  0.14
H  -0.96  0.20  -0.84
H  -0.31  1.50  0.12
H  -1.32  0.26  0.93
H  0.29  -0.09  0.31
C  -5.45  4.70  -1.79
C  -4.29  3.73  -1.68
O  -3.19  4.45  -1.21
H  -5.69  5.20  -0.86
H  -6.32  4.15  -2.17
H  -5.19  5.40  -2.58
H  -4.09  3.31  -2.66
H  -4.53  2.88  -1.04
H  -3.06  4.24  -0.28
C  -1.10  4.36  -5.64
C  0.10  4.56  -4.84
O  0.01  3.77  -3.66
H  -1.03  4.82  -6.63
H  -1.98  4.82  -5.19
H  -1.23  3.29  -5.80
H  0.24  5.58  -4.50
H  0.98  4.25  -5.41
H  -0.76  4.04  -3.15
C  -1.41  -0.51  5.33
C  -1.90  -1.66  4.37
O  -0.93  -1.92  3.38
H  -0.90  0.22  4.71
H  -0.74  -0.97  6.06
H  -2.22  -0.07  5.92
H  -2.81  -1.36  3.85
H  -2.20  -2.54  4.94
H  -0.99  -1.24  2.70
C  -5.30  -3.91  -0.95
C  -4.14  -3.21  -0.22
O  -4.38  -1.82  -0.18
H  -5.42  -3.50  -1.95
H  -6.23  -3.83  -0.39
H  -5.13  -4.98  -1.04
H  -3.27  -3.40  -0.85
H  -3.81  -3.66  0.72
H  -3.55  -1.36  -0.03
C  -4.70  4.45  3.85
C  -4.08  3.28  3.13
O  -2.82  3.66  2.66
H  -5.74  4.24  4.11
H  -4.63  5.41  3.35
H  -4.22  4.64  4.81
H  -4.80  3.03  2.34
H  -3.98  2.43  3.80
H  -2.52  2.89  2.16
C  3.75  6.84  -0.40
C  3.84  5.41  -1.07
O  3.02  4.54  -0.38
H  3.97  6.98  0.66
H  2.78  7.32  -0.55
H  4.45  7.38  -1.03
H  4.86  5.04  -1.01
H  3.60  5.45  -2.14
H  3.23  4.69  0.55
C  -0.60  -6.70  1.95
C  0.68  -6.28  1.34
O  0.46  -5.04  0.69
H  -0.49  -7.56  2.61
H  -1.38  -6.95  1.23
H  -1.03  -5.89  2.53
H  0.94  -6.97  0.54
H  1.51  -6.23  2.04
H  0.20  -4.42  1.38
C  7.00  -0.33  0.86
C  5.96  0.71  1.37
O  4.68  0.30  1.00
H  7.98  0.13  0.97
H  6.88  -0.53  -0.21
H  6.96  -1.27  1.42
H  6.01  1.63  0.79
H  6.02  0.92  2.43
H  4.29  -0.15  1.76
C  4.23  -3.65  5.18
C  3.90  -2.21  5.14
O  3.07  -1.90  4.07
H  4.92  -3.90  4.38
H  3.33  -4.24  5.02
H  4.69  -3.93  6.13
H  4.80  -1.63  4.93
H  3.37  -1.86  6.03
H  2.13  -1.97  4.26
C  -2.33  -1.27  -5.00
C  -0.90  -1.64  -4.55
O  -0.03  -0.52  -4.65
H  -2.72  -0.45  -4.39
H  -3.06  -2.07  -4.87
H  -2.27  -0.96  -6.05
H  -0.58  -2.44  -5.22
H  -0.92  -2.09  -3.55
H  0.07  -0.33  -5.59
C  3.04  -4.74  -3.66
C  3.70  -3.73  -2.77
O  2.71  -2.94  -2.15
H  2.44  -5.43  -3.06
H  3.82  -5.29  -4.19
H  2.30  -4.29  -4.32
H  4.35  -3.06  -3.32
H  4.25  -4.20  -1.95
H  2.26  -3.49  -1.50

Values from the calculation:
Orbital gap ... 0.2362 Eh
DFT total energy ... -47971.2745 eV
Charge ... +1
Energy above the lowest of the compared OMol25 structures with the same formula, charge and spin ... 8.706 eV

Atomic partial charges in e from the Löwdin method, atoms 1 to 2: atom 1 (Sr): 1.677, atom 2 (B): -0.425